Record 1
19
Properties=species:S:1:pos:R:3 method="wB97M-V/def2-TZVPD" orbital_gap_ev=7.193 spin_multiplicity=1 total_charge=0
C 1.7599 -0.1477 -0.7214
C -0.6376 -0.7105 -1.8006
C -0.5402 -0.9622 0.1587
C 0.0319 0.7516 1.0187
C 0.3061 -0.0285 -0.3720
N -1.8601 -1.0845 0.4278
C 0.9854 1.0867 1.9055
O -1.1403 1.4856 0.9578
H -1.2056 2.0209 1.7575
H -2.5103 -0.3121 0.3631
H -2.2169 -1.8329 0.9960
H 2.0652 -1.1639 -0.9825
H 2.4568 0.1632 0.0499
H 1.9609 0.4650 -1.6008
H -0.6403 -1.7681 -2.0773
H -1.6050 -0.2280 -1.9407
H -0.0330 -0.2936 -2.6026
H 1.9314 0.5804 1.9534
H 0.8917 1.9786 2.5096

---

Record 2
19
Properties=species:S:1:pos:R:3 method="wB97M-V/def2-TZVPD" orbital_gap_ev=8.525 spin_multiplicity=1 total_charge=0
C -0.3537 1.2412 -0.4615
C 1.1178 1.4956 -0.2990
C -1.1425 1.0050 0.7563
C -0.4922 -0.2200 -1.6695
O 0.3819 -0.3536 -2.4855
H -0.8286 1.9298 -1.1650
H -1.5583 -0.3638 -1.9566
H 1.2872 2.5376 -0.0225
H -0.7802 1.5564 1.6227
H 1.6452 1.2963 -1.2326
H 1.5407 0.8596 0.4761
H -2.2138 1.1205 0.6073
H -0.9778 -0.1017 1.0219
C 0.6247 -2.1401 1.0695
O -0.6443 -1.7717 0.5873
H -0.5173 -1.3472 -0.4870
H 1.4149 -2.0215 0.3163
H 0.8787 -1.5298 1.9449
H 0.6177 -3.1924 1.3767

---

Record 3
154
Properties=species:S:1:pos:R:3 method="wB97M-V/def2-TZVPD" orbital_gap_ev=8.926 spin_multiplicity=1 smiles=COC[C@H](C)N.COC[C@H](C)N.COCCNCCOC.COCCNCCOC.COCCNCCOC.COCCNCCOC.COCCNCCOC total_charge=0
C 0.0092 -11.7244 -7.0663
O -1.4192 -11.9996 -7.0384
C -1.6788 -13.2975 -6.5378
C -3.2043 -13.5166 -6.3228
C -3.6939 -12.6042 -5.1871
N -3.5809 -14.8750 -6.0290
H 0.4998 -12.0836 -6.1617
H 0.0965 -10.6386 -7.1050
H 0.5242 -12.1698 -7.9175
H -1.3608 -14.0796 -7.2271
H -1.1004 -13.3853 -5.6180
H -3.6314 -13.2788 -7.2970
H -4.1557 -11.6637 -5.4874
H -2.9130 -12.5104 -4.4325
H -4.5158 -12.9422 -4.5560
H -4.5371 -15.0012 -5.7292
H -3.0542 -15.2929 -5.2754
C 4.2955 -11.1224 -2.6298
O 3.4809 -10.0166 -2.8575
C 3.0616 -9.2848 -1.6801
C 1.8917 -8.3119 -1.8504
C 0.5563 -8.9212 -1.5277
N 1.7785 -7.8484 -3.1433
H 4.5048 -11.5044 -3.6290
H 3.7444 -11.7743 -1.9519
H 5.2011 -10.8449 -2.0905
H 2.8138 -9.8862 -0.8054
H 3.9627 -8.7006 -1.4934
H 2.1620 -7.4820 -1.1975
H -0.1077 -8.0813 -1.7324
H 0.4167 -9.1830 -0.4789
H 0.2921 -9.6973 -2.2460
H 2.6827 -7.4204 -3.2827
H 1.9886 -8.6712 -3.6902
C -4.4755 -16.0066 7.5097
O -3.2919 -16.2525 6.7569
C -2.3041 -17.1456 7.3192
C -1.1053 -17.0829 6.3426
N -1.4822 -17.3645 4.9378
C -0.5391 -16.8946 3.8883
C -0.4864 -15.3379 3.7146
O 0.2128 -14.9150 2.5590
C -0.4054 -15.1690 1.3155
H -4.1535 -15.7460 8.5179
H -5.1627 -16.8525 7.5243
H -5.0556 -15.1816 7.0962
H -2.6179 -18.1688 7.5259
H -1.9604 -16.7111 8.2579
H -0.3259 -17.8271 6.5063
H -0.7508 -16.0575 6.4475
H -2.4133 -17.0029 4.7884
H -0.9999 -17.3351 3.0042
H 0.4232 -17.3773 4.0589
H 0.0962 -14.9551 4.5525
H -1.4287 -14.7900 3.7162
H -0.0968 -16.0842 0.8103
H 0.0042 -14.5007 0.5580
H -1.4724 -14.9508 1.2690
C -3.2760 -15.2058 15.7426
O -3.8130 -14.8007 17.0350
C -5.1813 -15.2431 17.2907
C -5.6809 -14.8543 18.6442
N -6.4581 -13.6121 18.5544
C -5.5339 -12.4887 18.2697
C -6.3324 -11.2356 18.4306
O -6.7268 -10.9441 19.7701
C -8.0296 -10.4294 19.9772
H -3.9316 -14.8652 14.9412
H -3.1065 -16.2716 15.5889
H -2.3338 -14.7374 15.4583
H -5.0123 -16.3176 17.2208
H -5.9062 -14.9478 16.5321
H -5.0320 -14.7301 19.5111
H -6.2420 -15.6752 19.0908
H -7.2076 -13.4522 19.2123
H -5.0537 -12.5310 17.2921
H -4.6574 -12.4210 18.9140
H -7.1478 -11.2893 17.7092
H -5.6397 -10.4723 18.0762
H -8.1651 -9.4011 19.6418
H -8.2512 -10.3294 21.0397
H -8.8480 -10.9561 19.4866
C -7.6731 -10.7270 13.5211
O -8.2503 -9.7586 12.6156
C -8.5523 -8.5527 13.2904
C -7.2558 -7.7561 13.3833
N -7.0942 -6.8510 14.5796
C -8.2012 -5.8178 14.7368
C -8.2278 -4.7809 13.6037
O -7.1118 -3.9211 13.8945
C -6.9070 -2.8922 12.9333
H -8.3061 -10.7568 14.4079
H -6.6315 -10.5482 13.7878
H -7.7700 -11.6452 12.9417
H -9.1520 -8.6202 14.1981
H -9.2019 -7.9164 12.6894
H -7.0196 -7.3063 12.4190
H -6.4774 -8.5116 13.4901
H -6.2053 -6.4154 14.3795
H -7.9879 -5.3429 15.6944
H -9.1570 -6.3120 14.9111
H -9.1230 -4.1638 13.6804
H -8.0480 -5.1828 12.6065
H -7.7918 -2.5394 12.4035
H -6.5082 -3.4932 12.1161
H -6.4181 -1.9770 13.2670
C 12.5018 -13.6143 11.4801
O 11.4464 -13.7938 10.5649
C 11.3724 -14.9657 9.7562
C 10.3584 -14.7431 8.5978
N 9.0165 -15.0624 9.0468
C 8.1591 -15.1621 7.8940
C 6.6203 -14.9862 8.2178
O 6.5647 -13.5739 8.5223
C 5.2775 -13.0952 8.8447
H 12.2338 -13.9461 12.4832
H 13.0678 -12.6893 11.5896
H 13.2318 -14.3661 11.1802
H 11.1112 -15.7250 10.4933
H 12.3530 -15.1565 9.3202
H 10.5553 -15.4345 7.7785
H 10.5585 -13.7605 8.1705
H 8.7015 -14.3375 9.6756
H 8.2327 -16.2041 7.5824
H 8.2764 -14.5929 6.9718
H 6.1824 -15.5344 9.0520
H 6.0814 -15.1067 7.2781
H 5.1520 -12.1639 8.2924
H 5.2714 -12.7427 9.8761
H 4.4748 -13.7723 8.5525
C -11.1051 -13.7908 -4.5385
O -11.1382 -15.2032 -5.0140
C -10.2833 -15.5735 -6.0787
C -8.8432 -15.4916 -5.6759
N -8.4844 -16.1404 -4.4028
C -8.3243 -17.6050 -4.4958
C -7.7484 -18.3235 -3.2961
O -6.5005 -17.9668 -2.8812
C -5.9330 -18.7276 -1.8969
H -10.0859 -13.5509 -4.2356
H -11.7648 -13.6980 -3.6758
H -11.3236 -13.1358 -5.3818
H -10.5013 -14.9957 -6.9769
H -10.4996 -16.5735 -6.4545
H -8.4500 -14.4807 -5.7830
H -8.2848 -16.0666 -6.4145
H -9.3988 -15.9769 -4.0063
H -7.6027 -17.8438 -5.2771
H -9.2638 -18.1223 -4.6903
H -7.9566 -19.3798 -3.4660
H -8.4807 -18.0950 -2.5218
H -4.8558 -18.6793 -2.0565
H -6.1218 -19.7987 -1.9692
H -6.2832 -18.3286 -0.9450

---

Record 4
15
Properties=species:S:1:pos:R:3 method="wB97M-V/def2-TZVPD" orbital_gap_ev=9.740 spin_multiplicity=1 total_charge=+1
C -0.6572 0.2194 1.2715
C -0.0996 1.2724 0.6696
N -0.2058 2.5713 1.0802
N -0.1592 -1.1317 0.9612
H -1.3919 0.2540 2.0630
H 0.4826 1.0837 -0.2272
H 0.0028 3.2445 0.3587
H -1.0781 2.8226 1.5312
H 0.0683 -1.2530 -0.0454
H -0.8390 -1.8598 1.1828
H 0.6922 -1.3526 1.4836
O 0.6035 -2.0583 -1.5647
C 0.7959 -1.4544 -2.5917
H 1.8054 -1.3809 -3.0206
H -0.0200 -0.9773 -3.1523